No. 1
C5H9F6NNaO8S3 | ωB97M-V/def2-TZVPD

Results
* total charge: -1
* highest occupied orbital energy: -3.84 eV
* E_LUMO: 0.512 eV
* orbital gap: 0.1599 Ha

Atoms and positions in Å:
Na (2.142394, -2.210836, -2.673688)
C (-3.742067, -1.943249, -1.354407)
F (-4.560250, -2.111630, -2.394302)
F (-2.773097, -1.061793, -1.713269)
F (-4.436679, -1.647157, -0.247770)
S (-2.724804, -3.561566, -1.064582)
O (-1.660190, -3.191304, -0.115235)
O (-3.684322, -4.487045, -0.510501)
N (-2.095653, -3.802151, -2.665355)
S (-2.748781, -5.095351, -3.153855)
O (-2.536083, -6.255774, -2.260611)
O (-4.122472, -4.883958, -3.511855)
C (-1.844706, -5.419210, -4.868992)
F (-2.561835, -4.739848, -5.772142)
F (-0.593927, -5.017675, -4.941826)
F (-1.749601, -6.727540, -5.097688)
O (2.950841, 0.898316, -5.255526)
H (2.554539, 0.345527, -5.956882)
O (3.271321, 1.736484, 1.886221)
S (2.748533, 3.094660, 2.182603)
O (2.392685, 4.001646, 1.028997)
O (1.524773, 2.918951, 3.291521)
C (0.896385, 4.141234, 3.730326)
C (1.299060, 4.762584, 5.057140)
C (4.076550, 4.041931, 3.168358)
H (-0.143142, 3.866225, 3.908776)
H (0.967754, 4.900848, 2.951879)
H (0.638037, 5.403196, 5.640888)
H (2.221989, 5.321322, 4.901883)
H (1.538148, 3.933612, 5.723292)
H (4.188729, 3.581754, 4.150057)
H (3.532308, 4.982215, 3.256553)
H (5.033563, 4.225583, 2.679990)

Atomic forces in eV per Å
Na -0.19 0.60 -0.44
C 1.70 -2.05 -0.86
F 0.02 0.46 0.73
F -1.34 0.43 0.79
F 0.71 0.51 -0.95
S 0.88 0.98 1.10
O -0.88 -0.06 -1.97
O 0.29 0.39 -0.96
N 0.50 2.00 3.55
S -1.33 -4.11 0.25
O 0.57 1.27 -2.03
O -0.31 -0.27 -0.89
C -0.73 0.37 1.62
F 0.31 -0.84 -0.23
F 1.02 1.12 0.22
F -1.17 -0.15 -0.41
O -0.31 -1.01 0.09
H 0.23 0.39 0.37
O -1.77 2.93 0.97
S 2.19 -0.19 -2.58
O 0.35 -2.47 3.66
O 1.81 0.66 -0.74
C -1.99 1.01 0.22
C 2.17 -0.91 0.34
C -2.02 -0.17 -0.19
H -0.11 -0.17 -0.76
H -0.23 -0.27 -0.26
H -0.61 -0.09 -0.83
H 0.09 0.12 0.36
H 0.14 -0.03 0.24
H -0.02 -0.11 -0.20
H 0.39 0.20 0.23
H -0.39 -0.53 -0.45

No. 2
C5H9FN3P | ωB97M-V/def2-TZVPD

Results
* highest occupied orbital energy: -8.88 eV
* E_LUMO: 0.544 eV
* orbital gap: 0.3462 Ha

Atoms and positions in Å:
C (2.825564, 1.076685, -0.267809)
C (2.471112, -0.968810, 0.175577)
C (-0.721003, -1.406878, -0.914821)
C (-2.680041, 1.150519, 0.536298)
C (-0.552347, -0.579608, 0.224259)
N (3.400111, -0.122107, -0.123823)
N (1.498117, 0.980788, -0.075587)
N (1.324786, -0.276553, 0.323576)
F (-0.938941, -1.167669, 1.311051)
P (-0.891454, 1.292184, 0.084112)
H (3.174817, 1.956234, -0.775919)
H (2.569730, -1.930418, 0.523825)
H (-1.692104, -1.905488, -0.971060)
H (-0.622798, -1.018077, -1.949640)
H (0.210035, -2.138094, -1.046529)
H (-2.938800, 0.456858, -0.306108)
H (-3.120110, 2.112336, 0.354168)
H (-2.935779, 0.885594, 1.474376)
H (-0.380900, 1.602512, 1.424049)

Atomic forces in eV per Å
C -2.48 -0.74 -0.79
C -1.48 2.21 0.80
C 1.96 -3.40 -4.25
C 1.26 0.20 -3.95
C 3.64 3.75 0.30
N 3.05 0.34 -0.74
N 1.74 -0.01 0.64
N -3.80 -0.55 -0.77
F -0.25 -0.80 1.62
P -0.18 0.37 1.45
H 0.73 0.08 0.39
H 0.36 -2.10 0.35
H 0.24 -0.33 0.59
H -0.13 1.08 0.93
H -2.33 0.74 0.91
H -0.86 0.41 1.01
H -0.31 0.46 -0.41
H -0.79 -1.54 2.95
H -0.34 -0.18 -1.03

No. 3
C5H9FN3P | ωB97M-V/def2-TZVPD

Results
* highest occupied orbital energy (alpha / beta): -8.03 / -8.04 eV
* E_LUMO (alpha / beta): -0.935 / -0.935 eV
* orbital gap (alpha / beta): 0.2609 / 0.2609 Ha

Atoms and positions in Å:
C (2.833516, 1.618411, -0.145368)
C (2.412712, -0.404594, 0.362615)
C (-0.245561, -1.660591, 0.652596)
C (-3.004080, -0.197742, -0.677297)
C (-0.059729, -0.378663, -0.056583)
N (3.414753, 0.503695, 0.216543)
N (1.440769, 1.410391, -0.243848)
N (1.183623, 0.123696, 0.089187)
F (-2.794076, 2.285963, 0.484622)
P (-1.433391, 0.811112, -0.485278)
H (3.404330, 2.541651, -0.397385)
H (2.495418, -1.370419, 0.687888)
H (0.189560, -2.418963, 0.152578)
H (0.255592, -1.698749, 1.595106)
H (-1.322925, -2.021306, 0.619401)
H (-2.809415, -0.963071, -1.457001)
H (-3.601518, 0.686056, -0.931505)
H (-3.047046, -0.816545, 0.254034)
H (0.687477, 1.949668, -0.720303)

Atomic forces in eV per Å
C -1.39 -0.40 -0.63
C -1.20 2.53 -0.55
C -2.51 0.71 0.23
C 2.80 -0.68 0.38
C -4.96 0.85 0.31
N -0.74 -0.31 0.25
N 1.88 1.34 -0.37
N 3.47 1.74 -0.55
F 1.44 -1.66 -0.53
P 0.89 0.03 0.03
H -1.12 -0.77 0.28
H 0.37 -2.15 0.63
H 1.86 -2.75 -2.14
H -0.30 0.19 1.28
H 1.22 0.87 0.71
H -0.38 0.79 -0.03
H -0.81 -1.01 0.52
H -1.08 1.11 -0.45
H 0.57 -0.41 0.64

No. 4
C5H9FO2 | ωB97M-V/def2-TZVPD

Results
* highest occupied orbital energy: -9.25 eV
* E_LUMO: 0.684 eV
* orbital gap: 0.3649 Ha

Atoms and positions in Å:
C (0.474770, 0.913357, 0.637162)
C (1.772573, 0.401980, 0.030735)
C (0.961904, -0.923245, -0.429286)
C (-0.313203, -0.354066, 0.254254)
C (-1.456077, -0.311235, -0.739808)
H (-1.301326, 1.610529, -0.004154)
H (0.500577, 1.024606, 1.759913)
H (2.789267, 0.207776, 0.409481)
H (1.794223, 0.881358, -0.939688)
H (1.645687, -1.987278, -0.073908)
H (1.133169, -1.046926, -1.566346)
H (-1.621457, -0.797222, 1.847765)
H (-1.067114, 0.027256, -1.730668)
H (-2.030323, -1.311376, -0.781501)
O (-0.131946, 2.111629, 0.199624)
O (-0.860429, -1.096600, 1.212629)
F (-2.290292, 0.649454, -0.086199)

Atomic forces in eV per Å
C -0.88 1.05 2.86
C -1.00 -1.48 -2.70
C 4.93 -2.83 0.29
C 0.23 -0.75 -2.72
C 0.89 -0.35 -1.08
H 4.50 2.94 0.95
H 0.18 -0.73 -0.73
H -0.84 0.67 0.54
H 0.86 0.80 -0.03
H -2.82 2.95 -0.38
H -1.39 0.29 1.66
H 2.42 0.10 -2.33
H -1.15 0.22 0.56
H 1.07 1.78 0.01
O -4.00 -2.23 -1.60
O -1.77 -2.65 5.60
F -1.22 0.20 -0.90

No. 5
C5H9FO2Zr | ωB97M-V/def2-TZVPD

Results
* total charge: +4
* highest occupied orbital energy: -27.94 eV
* E_LUMO: -23.598 eV
* orbital gap: 0.1596 Ha

Atoms and positions in Å:
C (2.703184, -0.044132, 0.284399)
C (1.108421, -0.320356, 0.027620)
C (0.113004, 0.924032, 0.411949)
F (0.759401, 2.255049, 0.464623)
C (-1.155063, 1.002443, -0.624129)
O (-1.197550, 2.092539, -1.437493)
O (-2.215544, -0.002240, -0.796810)
C (-2.391934, -0.844522, 0.396667)
H (3.092322, -0.588280, 1.261202)
H (3.281052, -0.554783, -0.626602)
H (3.024973, 1.080711, 0.272904)
H (0.786905, -1.229048, 0.732596)
H (0.858638, -0.687546, -1.071104)
H (-0.323812, 0.686417, 1.494800)
H (-3.137346, -1.719843, 0.075498)
H (-1.413283, -1.388875, 0.763269)
H (-2.956022, -0.290886, 1.291291)
Zr (-0.937346, -0.370680, -2.920680)

Atomic forces in eV per Å
C -1.81 1.47 -1.88
C 1.51 2.00 4.74
C 0.71 1.43 1.16
F -2.25 -4.58 -0.68
C 0.03 5.56 -2.42
O 0.22 -7.88 2.38
O 4.08 1.91 -1.15
C -1.74 -3.92 2.42
H -0.45 -0.20 -1.26
H -0.06 0.13 1.60
H -0.89 -1.97 -0.02
H 0.46 1.06 -1.87
H -0.37 -0.30 -1.03
H 0.88 0.63 -1.78
H 1.45 1.95 0.56
H -1.80 1.39 -0.87
H 1.20 -0.46 -2.02
Zr -1.17 1.79 2.10

No. 6
C5H9FS | ωB97M-V/def2-TZVPD

Results
* highest occupied orbital energy (alpha / beta): -8.21 / -7.58 eV
* E_LUMO (alpha / beta): 0.369 / 0.290 eV
* orbital gap (alpha / beta): 0.3152 / 0.2893 Ha

Atoms and positions in Å:
C (-1.220208, 0.234862, -0.522725)
C (-0.581709, 1.044142, 0.282481)
C (-2.697979, 0.173881, -0.810408)
C (1.706554, -1.059875, 0.992778)
C (1.845295, 0.355487, 0.586670)
F (-1.042281, 2.015404, 1.069701)
S (2.555940, 0.781698, -0.932001)
H (-0.627700, -0.495839, -1.060746)
H (-2.885226, 0.392366, -1.861531)
H (-3.251302, 0.878259, -0.194856)
H (-3.056234, -0.835345, -0.605190)
H (1.204164, -1.646427, 0.222903)
H (1.142485, -1.127551, 1.922659)
H (2.696414, -1.500117, 1.161861)
H (2.043188, 1.098592, 1.343717)
H (2.168600, -0.309531, -1.595312)

Atomic forces in eV per Å
C -0.67 -0.07 -0.23
C 2.79 -0.75 0.72
C 0.21 0.14 0.10
C 0.01 -0.18 0.23
C -2.28 1.12 -0.50
F -0.30 -0.19 -0.24
S 0.32 0.06 -0.03
H 0.25 0.04 0.10
H -0.11 0.01 -0.03
H -0.08 0.03 -0.01
H -0.12 0.01 -0.01
H -0.02 -0.02 0.03
H -0.03 -0.07 -0.08
H -0.01 -0.02 -0.05
H 0.06 0.03 0.09
H -0.03 -0.15 -0.10

No. 7
C5H9I2N2 | ωB97M-V/def2-TZVPD

Results
* total charge: +1
* highest occupied orbital energy: -13.65 eV
* E_LUMO: -3.768 eV
* orbital gap: 0.3630 Ha

Atoms and positions in Å:
C (-2.448579, -0.322663, 1.308542)
C (-1.760770, -0.227189, 0.341010)
N (-0.788575, -0.202483, -0.671259)
N (-1.465192, -0.140883, -1.964534)
C (0.315931, 0.853124, -0.515149)
I (-0.295201, 2.632739, 0.506984)
C (1.558796, 0.235896, 0.114539)
C (1.368794, -0.428187, 1.481963)
I (2.348734, -1.144137, -1.337761)
H (-3.103595, -0.405918, 2.147027)
H (-0.276877, -1.101805, -0.649119)
H (-1.102022, -0.903425, -2.532679)
H (-1.207341, 0.728895, -2.421854)
H (0.554496, 1.189445, -1.517608)
H (2.277940, 1.044246, 0.212027)
H (2.080647, -1.242650, 1.594446)
H (1.565432, 0.289115, 2.276991)
H (0.377383, -0.854120, 1.626435)

Atomic forces in eV per Å
C -0.13 -0.03 -0.15
C 0.39 -0.07 0.34
N -0.41 0.14 -0.41
N 0.02 -0.16 -0.17
C 0.46 0.51 0.38
I -0.06 -0.29 -0.10
C -0.34 0.11 0.36
C 0.23 -0.14 -0.12
I -0.04 -0.12 -0.04
H -0.01 0.03 -0.02
H 0.04 0.00 -0.02
H 0.03 0.01 0.06
H -0.08 0.08 0.15
H -0.12 -0.11 -0.07
H 0.17 -0.11 -0.27
H 0.04 0.07 0.08
H -0.17 0.06 0.01
H -0.05 0.02 -0.02

No. 8
C5H9IO | ωB97M-V/def2-TZVPD

Results
* highest occupied orbital energy: -8.42 eV
* E_LUMO: 0.284 eV
* orbital gap: 0.3198 Ha

Atoms and positions in Å:
C (-2.682572, -3.011962, -1.159186)
C (-1.837256, -2.176023, -0.638056)
C (0.182950, 0.570696, -0.450967)
C (1.257531, 1.652673, 1.575271)
C (1.195165, 0.419725, 0.612393)
O (1.872718, -0.635559, 0.747941)
I (-0.320142, -3.227692, 1.010552)
H (-3.173991, -3.886026, -0.678920)
H (-3.410172, -2.679037, -1.918464)
H (0.395772, -0.081552, -1.348301)
H (-0.762535, 0.052474, 0.113982)
H (-0.091106, 1.693864, -0.610853)
H (2.162451, 1.560693, 2.122647)
H (0.361112, 1.690643, 2.266789)
H (1.378463, 2.508838, 0.831386)
H (0.491606, -1.919948, 0.942764)

Atomic forces in eV per Å
C -2.59 -1.40 0.70
C 0.46 1.10 -0.85
C -2.39 -0.24 0.43
C -0.30 -0.58 -1.75
C 1.34 -1.41 1.05
O -1.54 3.03 -0.07
I -0.90 -1.96 0.59
H 1.12 0.10 -0.35
H 0.82 0.52 0.06
H -0.38 1.04 0.91
H 1.80 1.18 -1.61
H 0.49 -2.28 -0.14
H 0.67 0.03 0.79
H 0.97 0.21 -1.09
H -0.56 -0.66 1.47
H 1.01 1.34 -0.17

No. 9
C5H9ISi | ωB97M-V/def2-TZVPD

Results
* ⟨S²⟩: 2.017
* spin multiplicity: 3
* highest occupied orbital energy (alpha / beta): -5.01 / -9.41 eV
* E_LUMO (alpha / beta): 0.307 / -2.933 eV
* orbital gap (alpha / beta): 0.1953 / 0.2381 Ha

Atoms and positions in Å:
C (-0.317447, -0.972563, 2.238814)
C (-1.815756, 0.881150, -1.510897)
C (0.696203, -0.199993, 1.813672)
C (-1.372182, 1.054340, -0.276615)
C (1.688747, -0.457855, -1.524162)
Si (0.446500, 0.858041, 0.272602)
I (2.127617, -2.401895, -0.714374)
H (-0.416859, -1.605902, 3.007522)
H (-1.351348, -0.961617, 1.799461)
H (-2.943628, 1.093088, -1.828046)
H (-1.191361, 0.414559, -2.264695)
H (1.639594, -0.032316, 2.274290)
H (-2.045323, 1.206872, 0.558393)
H (0.872687, -0.795700, -2.292254)
H (2.496517, -0.077645, -1.969297)
H (1.486039, 1.997433, 0.415587)

Atomic forces in eV per Å
C -1.37 1.88 -2.56
C -2.58 0.06 -0.92
C -1.86 1.01 -1.59
C 1.26 -0.17 0.86
C -3.65 -5.12 -1.03
Si -0.17 0.38 1.84
I 0.05 0.91 -0.05
H 0.78 -2.16 3.24
H 1.19 0.35 -0.45
H 2.52 -0.65 0.83
H 0.06 0.56 -0.26
H 0.69 -0.53 0.63
H -0.32 0.51 -0.09
H 1.00 1.42 1.53
H 3.36 2.08 -1.44
H -0.97 -0.53 -0.53

No. 10
C5H9Li3O8P | ωB97M-V/def2-TZVPD

Results
* total charge: -1
* highest occupied orbital energy: -4.01 eV
* E_LUMO: 2.440 eV
* orbital gap: 0.2372 Ha

Atoms and positions in Å:
Li (0.968413, 2.064186, 1.053250)
Li (-0.722114, 3.065559, -0.702683)
Li (-1.360131, 1.516038, 0.670305)
P (-0.743454, 3.151970, 1.232540)
O (-0.700716, 4.569919, 1.878452)
O (-1.906063, 2.923685, 0.255244)
O (-0.549850, 1.894640, 2.114457)
O (0.434145, 3.181356, 0.259487)
O (0.266828, 0.274782, -1.860066)
C (-0.305295, 0.983769, -0.886477)
O (-1.140980, 1.825699, -1.196299)
O (0.084921, 0.957430, 0.306523)
H (-0.185614, 0.759883, -2.554033)
C (-0.156942, -1.888880, 0.804371)
C (-0.423325, -2.060212, -0.694869)
C (1.022040, -1.748165, -1.247137)
O (1.842173, -2.479713, -0.291043)
C (1.148887, -2.597208, 0.932873)
H (-0.902256, -2.383178, 1.427482)
H (-0.141503, -0.843927, 1.114098)
H (-1.213089, -1.514916, -1.211625)
H (-0.500856, -3.143159, -0.791240)
H (1.259993, -0.687532, -1.328081)
H (1.323311, -2.105394, -2.231880)
H (1.670888, -2.086558, 1.742102)
H (0.930588, -3.630076, 1.204248)

Atomic forces in eV per Å
Li 4.24 -3.18 3.61
Li 0.78 7.45 -4.30
Li -4.24 -5.48 0.86
P -1.10 11.01 7.49
O -0.73 -2.74 -0.13
O -4.81 4.00 5.20
O -0.60 1.95 2.20
O 3.57 4.35 -1.76
O -1.86 2.87 -2.26
C 1.70 0.55 1.22
O -1.52 -9.03 -8.02
O 2.15 -6.88 -4.99
H 0.01 -0.14 -1.34
C -1.64 0.54 -0.18
C 1.77 -0.10 -0.48
C 0.70 -1.50 1.53
O 0.25 -0.12 -0.31
C 0.16 0.63 0.64
H -0.20 -0.11 -0.07
H 0.27 -0.40 -0.11
H -0.09 -0.18 0.39
H -0.61 -0.10 -0.59
H 1.22 -2.12 1.64
H -0.55 -0.57 -0.21
H 0.60 -0.39 0.10
H 0.52 -0.34 -0.13